Record 1
Density functional theory data (ωB97M-V/def2-TZVPD) for a structure of composition C26H39As2N3O11RbS4 at a distorted geometry.

Element x y z (Å)
Rb -20.57 11.41 -1.01
O -21.88 12.98 1.00
S -23.30 12.66 0.63
O -24.13 12.17 1.74
O -23.31 11.82 -0.57
C -23.77 14.37 0.08
C -24.63 15.07 0.96
C -24.65 16.47 0.88
C -23.82 17.11 -0.03
C -23.19 16.39 -1.06
C -23.14 15.00 -1.05
S -22.38 14.18 -2.53
O -21.00 13.88 -2.16
O -23.18 12.98 -2.83
O -22.62 15.19 -3.57
H -25.23 14.44 1.65
H -25.31 17.05 1.54
H -23.74 18.18 0.06
H -22.76 16.89 -1.95
C -17.62 12.20 -6.58
As -18.58 11.40 -5.03
C -17.15 10.30 -4.16
C -19.34 9.87 -6.01
C -18.61 9.05 -6.86
C -19.15 7.91 -7.44
C -20.43 7.55 -7.03
C -21.22 8.43 -6.29
C -20.70 9.63 -5.80
As -21.61 11.16 -4.89
C -23.23 10.13 -4.29
C -22.29 12.42 -6.27
H -18.30 12.07 -7.43
H -16.63 11.74 -6.79
H -17.56 13.31 -6.36
H -16.19 10.46 -4.73
H -17.38 9.23 -4.20
H -17.06 10.61 -3.11
H -17.60 9.35 -7.12
H -18.62 7.31 -8.14
H -20.91 6.65 -7.39
H -22.22 8.13 -6.05
H -23.86 9.89 -5.17
H -23.65 10.81 -3.51
H -22.92 9.20 -3.77
H -23.39 12.25 -6.39
H -21.77 12.34 -7.21
H -22.11 13.46 -5.86
C -15.88 14.15 0.40
S -17.61 13.77 0.07
C -18.50 14.36 1.51
O -17.76 12.23 -0.09
H -15.71 15.25 0.44
H -15.37 13.66 -0.47
H -15.47 13.73 1.31
H -18.07 15.34 1.72
H -18.35 13.68 2.36
H -19.61 14.47 1.27
C -13.83 4.87 -5.34
C -15.28 4.53 -5.33
S -16.01 4.71 -3.70
O -15.78 3.46 -3.02
O -15.60 6.00 -3.17
C -17.82 4.81 -3.98
C -18.55 4.53 -2.64
N -19.39 5.61 -2.17
C -19.05 6.63 -1.33
N -20.13 7.43 -1.08
C -21.18 6.94 -1.80
C -20.77 5.80 -2.50
N -21.52 5.15 -3.47
O -21.16 4.09 -4.01
O -22.61 5.67 -3.73
C -17.70 6.93 -0.80
H -13.44 4.59 -6.30
H -13.28 4.30 -4.55
H -13.59 5.93 -5.18
H -15.52 3.48 -5.51
H -15.89 5.08 -6.03
H -18.14 4.12 -4.78
H -18.03 5.82 -4.38
H -17.81 4.31 -1.88
H -19.14 3.60 -2.74
H -22.18 7.34 -1.67
H -17.74 7.01 0.27
H -17.43 7.90 -1.23
H -16.96 6.15 -1.10

Values from the calculation:
spin multiplicity = 1
E_HOMO = -4.88 eV
charge = -1
E = -220258.10325 eV
relative energy (zero: lowest compared OMol25 entry of this formula, charge and spin) = 0.0 kcal per mole
gap between HOMO and LUMO = 5.87 eV



Record 2
Density functional theory data (ωB97M-V/def2-TZVPD) for a structure of composition C26H39AuBGeN2O5.

Element x y z (Å)
Au 0.98 0.30 -0.03
C 2.14 0.82 -4.89
N 3.05 1.11 -3.78
C 4.42 1.50 -4.15
C 2.67 0.98 -2.53
O 1.49 0.64 -2.22
C 3.72 1.23 -1.46
O 3.12 1.01 -0.19
C 3.99 0.85 0.93
C 3.17 0.24 2.07
O 1.94 -0.02 1.91
N 3.78 -0.01 3.19
C 3.08 -0.64 4.32
C 5.21 0.25 3.41
H 2.66 0.18 -5.60
H 1.86 1.75 -5.38
H 1.26 0.31 -4.52
H 4.40 1.83 -5.18
H 5.10 0.65 -4.07
H 4.78 2.33 -3.55
H 4.08 2.26 -1.52
H 4.57 0.56 -1.61
H 4.39 1.82 1.23
H 4.82 0.18 0.67
H 2.08 -0.93 4.01
H 3.03 0.06 5.15
H 3.64 -1.53 4.62
H 5.54 1.14 2.88
H 5.80 -0.61 3.10
H 5.37 0.42 4.47
C -0.79 -3.85 -0.91
C -1.16 -3.22 0.42
C -1.14 -4.24 1.54
O -0.10 -2.20 0.70
B -0.60 -1.06 0.25
O -1.90 -1.01 -0.09
C -2.45 -2.34 0.37
C -3.48 -2.79 -0.63
C -3.07 -2.09 1.73
H 0.21 -4.27 -0.84
H -0.81 -3.12 -1.72
H -1.48 -4.65 -1.16
H -0.22 -4.81 1.50
H -1.97 -4.94 1.42
H -1.21 -3.77 2.52
H -3.08 -2.82 -1.65
H -4.34 -2.11 -0.61
H -3.84 -3.78 -0.37
H -2.34 -1.70 2.45
H -3.48 -3.01 2.13
H -3.89 -1.38 1.64
Ge -1.04 1.86 -0.23
C -1.78 2.28 1.46
C -2.91 1.63 1.95
C -3.46 2.01 3.16
C -2.87 3.04 3.89
C -1.73 3.68 3.42
C -1.18 3.30 2.21
C -2.34 1.29 -1.60
C -3.62 1.82 -1.56
C -4.52 1.49 -2.56
C -4.14 0.59 -3.62
C -2.87 0.05 -3.67
C -1.97 0.39 -2.69
H -0.11 2.91 -0.85
H -3.37 0.82 1.39
H -4.34 1.52 3.54
H -3.30 3.34 4.84
H -1.28 4.48 3.99
H -0.30 3.82 1.84
H -3.91 2.49 -0.77
H -5.52 1.90 -2.55
H -4.87 0.36 -4.39
H -2.59 -0.61 -4.48
H -0.96 0.01 -2.71

Values from the calculation:
⟨S²⟩ = 2.02
spin multiplicity = 3
E_HOMO (alpha / beta) = -16.78 / -16.90 eV
charge = +3
E = -101671.06596 eV
relative energy (zero: lowest compared OMol25 entry of this formula, charge and spin) = 0.5 kcal per mole
gap between HOMO and LUMO (alpha / beta) = 7.78 / 4.60 eV



Record 3
Density functional theory data (ωB97M-V/def2-TZVPD) for a structure of composition C26H39BaBrO2SSi at a distorted geometry.

Element x y z (Å)
Ba 2.00 -1.62 1.29
C 5.05 -4.70 1.36
C 3.98 -4.37 0.34
C 2.76 -5.02 0.38
C 1.76 -4.71 -0.55
C 2.01 -3.76 -1.54
C 3.26 -3.12 -1.63
C 4.24 -3.46 -0.70
H 5.44 -5.71 1.21
H 4.56 -4.67 2.34
H 5.86 -4.00 1.30
H 2.54 -5.76 1.16
H 0.82 -5.24 -0.53
H 1.19 -3.48 -2.21
H 3.42 -2.37 -2.39
H 5.19 -2.96 -0.72
O 0.32 -0.37 2.91
C 1.40 0.03 3.42
O 2.37 0.44 2.76
C 1.60 -0.22 4.84
C 1.17 0.72 5.80
C 1.34 0.42 7.14
C 1.98 -0.77 7.50
C 2.42 -1.69 6.56
C 2.24 -1.44 5.18
S 2.69 -2.59 3.93
H 0.72 1.65 5.45
H 1.01 1.14 7.90
H 2.07 -0.93 8.57
H 2.85 -2.62 6.89
C -2.61 1.61 0.87
C -1.72 2.40 -0.12
C -2.34 3.77 -0.40
C -0.35 2.62 0.59
Si -1.60 1.35 -1.74
Br -0.24 -0.44 -1.01
C -0.63 2.13 -3.18
C 0.51 3.02 -2.71
C -0.01 1.12 -4.18
C -1.57 3.07 -3.95
C -3.20 0.51 -2.32
C -3.63 -0.65 -1.40
C -4.34 1.55 -2.40
C -3.08 -0.08 -3.73
H -2.69 2.16 1.82
H -2.23 0.63 1.11
H -3.64 1.49 0.50
H -2.53 4.28 0.57
H -3.32 3.76 -0.89
H -1.68 4.43 -0.95
H -0.59 3.24 1.44
H 0.36 3.10 -0.07
H 0.04 1.68 0.95
H 1.34 2.52 -2.20
H 0.12 3.80 -2.05
H 0.89 3.55 -3.59
H 0.68 0.46 -3.65
H 0.50 1.71 -4.94
H -0.75 0.51 -4.69
H -1.92 3.89 -3.33
H -2.46 2.57 -4.34
H -1.05 3.49 -4.82
H -3.77 -0.31 -0.40
H -2.93 -1.46 -1.37
H -4.56 -1.01 -1.78
H -4.66 1.92 -1.43
H -5.22 1.06 -2.84
H -4.10 2.40 -3.05
H -2.25 -0.77 -3.85
H -2.98 0.70 -4.49
H -4.03 -0.60 -3.92

Values from the calculation:
spin multiplicity = 1
E_HOMO = -6.56 eV
E = -121143.65950 eV
relative energy (zero: lowest compared OMol25 entry of this formula, charge and spin) = 0.0 kcal per mole
gap between HOMO and LUMO = 6.44 eV



Record 4
Density functional theory data (ωB97M-V/def2-TZVPD) for a structure of composition C26H39Cl2OPPt at a distorted geometry.

Element x y z (Å)
P 0.19 -0.47 -0.86
C 1.08 1.04 -1.28
C 1.07 0.92 -2.79
C 1.80 2.14 -3.34
C 1.24 3.45 -2.79
C 1.13 3.48 -1.25
C 0.38 2.30 -0.72
C -1.53 -0.62 -0.39
C -2.11 -0.47 -1.79
C -3.60 -0.75 -1.66
C -4.26 0.14 -0.60
C -3.56 0.13 0.76
C -2.07 0.39 0.65
C 1.00 -2.04 -1.37
C 2.55 -2.06 -1.33
C 3.03 -3.24 -2.17
C 2.44 -4.58 -1.72
C 0.92 -4.53 -1.56
C 0.43 -3.34 -0.74
H 2.10 0.96 -0.82
H 0.01 0.88 -3.12
H 1.54 -0.02 -3.11
H 1.71 2.09 -4.42
H 2.85 2.04 -3.04
H 1.89 4.26 -3.12
H 0.25 3.63 -3.22
H 2.14 3.48 -0.82
H 0.61 4.39 -0.93
H 0.35 2.27 0.38
H -0.66 2.28 -1.09
H -1.65 -1.65 0.02
H -3.70 -1.80 -1.36
H -1.60 -1.17 -2.47
H -1.90 0.56 -2.15
H -4.03 -0.60 -2.64
H -5.29 -0.19 -0.48
H -4.29 1.17 -0.98
H -4.00 0.88 1.43
H -3.69 -0.86 1.23
H -1.55 0.29 1.60
H -1.89 1.40 0.29
H 0.58 -1.82 -2.37
H 2.96 -1.12 -1.73
H 2.92 -2.14 -0.29
H 2.76 -3.06 -3.22
H 4.13 -3.28 -2.12
H 2.89 -4.86 -0.77
H 2.70 -5.36 -2.44
H 0.55 -5.45 -1.09
H 0.46 -4.48 -2.56
H -0.67 -3.31 -0.74
H 0.74 -3.43 0.32
Pt 1.74 -0.60 2.86
Cl 0.01 -2.25 2.77
Cl 3.51 0.17 1.42
C 0.97 1.26 2.69
H 1.61 1.95 2.10
C -0.06 1.74 3.56
C -1.02 0.85 4.11
C -2.02 1.35 4.95
C -2.05 2.71 5.26
C -1.10 3.58 4.74
C -0.11 3.13 3.89
H -0.95 -0.23 3.86
H -2.77 0.65 5.33
H -1.11 4.64 4.99
H 0.65 3.77 3.43
H -2.81 3.08 5.91
O 3.37 -2.10 4.87
C 2.74 -1.55 4.05

Values from the calculation:
⟨S²⟩ = 6.04
spin multiplicity = 5
E_HOMO (alpha / beta) = -6.15 / -8.19 eV
E = -67219.01159 eV
gap between HOMO and LUMO (alpha / beta) = 6.33 / 6.16 eV



Record 5
Density functional theory data (ωB97M-V/def2-TZVPD) for a structure of composition C26H39ClN3O4ScSe at a distorted geometry.

Element x y z (Å)
O 2.04 -0.47 -3.75
C 0.89 -0.09 -3.86
C 0.34 1.27 -4.07
C 0.61 2.41 -3.28
H 0.82 2.32 -2.21
C 0.56 3.65 -3.93
H 0.91 4.56 -3.44
C 0.10 3.74 -5.26
H 0.14 4.68 -5.82
C -0.53 2.63 -5.84
H -1.03 2.69 -6.80
C -0.52 1.41 -5.17
H -1.11 0.54 -5.48
H 0.06 -0.83 -3.67
C -2.38 -1.74 -2.33
C -2.22 -0.57 -1.38
H -2.91 -1.50 -3.28
H -2.94 -2.57 -1.89
H -1.42 -2.19 -2.65
C -2.70 0.63 -1.73
C -4.14 0.86 -2.10
H -2.11 1.57 -1.75
H -4.31 1.24 -3.11
H -4.62 1.57 -1.42
H -4.70 -0.07 -2.00
Sc -0.91 -0.79 0.31
Cl -3.22 -1.01 0.98
C -1.33 -0.39 3.24
O -0.67 -1.10 2.43
N -1.24 -0.48 4.56
C -0.54 -1.63 5.14
C -1.90 0.51 5.43
H -2.02 0.37 2.84
H -0.06 -2.16 4.32
H -1.26 -2.29 5.64
H 0.21 -1.29 5.86
H -2.16 1.39 4.82
H -1.22 0.83 6.23
H -2.82 0.10 5.86
H 4.88 1.22 -1.48
H 4.18 2.18 0.34
C 3.85 1.01 -1.77
C 3.28 1.59 0.56
N 3.11 0.66 -0.55
H 3.80 0.20 -2.49
C 2.22 -0.34 -0.54
O 1.20 -0.35 0.22
H 3.44 1.04 1.49
H 2.44 -1.18 -1.22
H 3.42 1.91 -2.25
H 2.41 2.25 0.68
H -0.16 -6.02 0.68
H 2.00 -6.01 -0.98
C -0.64 -5.49 -0.15
C 1.37 -5.38 -1.63
N 0.33 -4.68 -0.88
H -1.40 -4.81 0.23
C 0.29 -3.36 -0.79
O -0.58 -2.76 -0.07
H 2.02 -4.66 -2.14
H 1.01 -2.78 -1.37
H -1.08 -6.23 -0.82
H 0.94 -6.05 -2.39
Se -0.54 2.12 0.86
C 0.22 2.32 2.55
C -0.14 3.47 3.30
C 0.27 3.63 4.62
C 1.13 2.69 5.22
C 1.56 1.60 4.46
C 1.13 1.41 3.16
H -0.77 4.21 2.82
H -0.07 4.50 5.18
H 1.45 2.82 6.26
H 2.26 0.88 4.91
H 1.48 0.56 2.57

Values from the calculation:
spin multiplicity = 1
E_HOMO = -5.84 eV
E = -138824.30335 eV
gap between HOMO and LUMO = 5.79 eV



Record 6
Density functional theory data (ωB97M-V/def2-TZVPD) for a structure of composition C26H39N5O4Os.

Element x y z (Å)
Os 0.77 -1.54 -1.08
C -0.23 -5.91 0.33
N -1.07 -4.85 0.89
C -2.18 -5.35 1.70
C -0.91 -3.60 0.53
O -0.01 -3.31 -0.32
C -1.85 -2.54 1.10
O -1.40 -1.23 0.89
C -0.81 -0.56 1.97
C 0.71 -0.50 1.80
O 1.25 -1.07 0.81
N 1.44 0.09 2.71
C 2.90 0.15 2.60
C 0.90 0.63 3.95
H 0.05 -6.59 1.13
H 0.66 -5.48 -0.12
H -0.79 -6.46 -0.43
H -1.79 -6.02 2.47
H -2.87 -5.91 1.07
H -2.73 -4.56 2.19
H -2.01 -2.73 2.16
H -2.82 -2.64 0.60
H -1.01 -1.07 2.92
H -1.22 0.44 2.03
H 3.23 -0.36 1.70
H 3.34 -0.33 3.47
H 3.21 1.20 2.58
H -0.17 0.78 3.89
H 1.36 1.59 4.15
H 1.13 -0.05 4.78
C -1.00 -0.15 -4.29
C -0.76 -1.33 -3.35
C -1.90 -2.34 -3.46
C 0.60 -2.01 -3.60
C -0.71 -0.88 -1.93
H -1.08 -0.52 -5.32
H -0.18 0.57 -4.26
H -1.93 0.36 -4.05
H -1.97 -2.71 -4.48
H -2.86 -1.88 -3.21
H -1.74 -3.20 -2.80
H 0.60 -2.59 -4.53
H 0.82 -2.75 -2.79
H 1.41 -1.29 -3.67
H -1.53 -0.30 -1.51
C -3.15 4.23 3.73
C -2.11 4.07 2.65
C -2.25 4.68 1.41
C -1.29 4.56 0.42
C -0.16 3.80 0.65
N 0.86 3.59 -0.30
C 0.98 4.14 -1.55
O 0.30 5.02 -2.01
N 2.04 3.58 -2.28
C 2.51 2.27 -2.21
C 3.80 1.93 -2.63
C 4.20 0.61 -2.56
C 3.34 -0.35 -2.09
N 2.08 -0.04 -1.72
C 1.68 1.24 -1.78
C 0.00 3.18 1.89
C -0.96 3.32 2.87
H -4.00 4.80 3.37
H -2.74 4.76 4.59
H -3.51 3.27 4.08
H -3.13 5.28 1.22
H -1.43 5.06 -0.53
H 1.67 3.11 0.05
H 2.38 4.18 -3.02
H 4.47 2.70 -3.00
H 5.20 0.32 -2.87
H 3.62 -1.39 -2.03
H 0.66 1.43 -1.50
H 0.91 2.62 2.08
H -0.82 2.85 3.84

Values from the calculation:
spin multiplicity = 1
E_HOMO = -12.84 eV
charge = +2
E = -45688.50825 eV
gap between HOMO and LUMO = 7.29 eV